Entry from the OMol25 dataset: C13H15Br in the gas phase (ωB97M-V/def2-TZVPD).

Positions of all 29 atoms, in Å:
C: 2.86 0.82 1.30
C: 3.59 1.09 0.09
C: 1.55 0.46 1.26
C: 2.92 0.97 -1.14
C: 0.90 0.14 0.06
C: 1.68 0.35 -1.11
C: -0.38 -0.22 -0.16
C: -0.21 -0.49 -2.32
C: 1.22 -0.18 -2.46
C: -2.14 -1.73 0.44
C: -2.79 0.58 -0.07
C: -1.44 0.16 1.99
C: -1.68 -0.32 0.55
Br: -1.12 -1.91 -3.07
H: 3.26 1.32 2.18
H: 4.62 1.32 0.15
H: 0.97 0.24 2.20
H: 3.38 1.11 -2.15
H: 1.47 0.51 -3.19
H: 1.87 -1.16 -2.70
H: -2.49 -2.26 1.41
H: -2.99 -1.79 -0.26
H: -1.28 -2.26 0.03
H: -2.74 1.73 -0.05
H: -3.68 0.48 0.60
H: -3.07 0.21 -1.03
H: -2.44 0.41 2.52
H: -0.82 1.03 2.23
H: -1.01 -0.61 2.72

## Properties
- frontier orbital gap (alpha / beta) (eV) = 6.81 / 7.43
- calculated total energy (a.u.) = -3078.13886
- HOMO (alpha / beta) (eV) = -6.9 / -7.8
- net charge = 0

natural (NBO) atomic charge list, values in e, 4 entries:
1 C -0.230
2 C -0.190
3 C -0.177
4 C -0.226

---

Entry from the OMol25 dataset: a molecular structure, C5H14N2 (ωB97M-V/def2-TZVPD).

Positions of all 21 atoms, in Å:
C: 1.89 0.43 -0.73
N: 1.02 0.17 0.33
C: 1.58 -0.95 1.06
C: -0.72 1.29 -1.32
C: -0.36 -0.29 -0.30
C: -1.37 0.04 0.96
N: -2.63 -0.63 0.87
H: 2.82 0.91 -0.42
H: 1.44 1.15 -1.41
H: 2.31 -0.45 -1.28
H: 0.74 -1.40 1.76
H: 2.51 -0.51 1.60
H: 1.96 -1.74 0.42
H: -1.45 1.11 -2.08
H: -0.33 0.01 -1.39
H: -0.20 2.16 -1.83
H: -0.46 -1.47 -0.39
H: -0.82 -0.01 1.94
H: -1.54 1.09 0.87
H: -3.37 -0.24 1.45
H: -3.01 -0.68 -0.10

## Properties
- frontier orbital gap (eV) = 8.20
- calculated total energy (a.u.) = -308.11465
- energy above the lowest of the compared OMol25 structures with the same formula, charge and spin (kcal per mole) = 193.5
- HOMO (eV) = -7.6
- net charge = 0

natural (NBO) atomic charge list, values in e, 4 entries:
1 C -0.438
2 N -0.417
3 C -0.429
4 C -0.726

---

Entry from the OMol25 dataset: 2 unconnected molecules or ions with the total composition C6H11N4O (ωB97M-V/def2-TZVPD).

Positions of all 22 atoms, in Å:
C: -0.67 -3.00 0.83
C: -0.35 -1.14 -0.18
C: 2.12 1.68 -0.95
C: 1.48 0.68 1.28
C: 0.14 0.04 -0.62
C: 1.50 0.47 -0.23
N: 0.30 -2.17 0.67
N: -1.58 -1.53 -0.55
N: -1.79 -2.64 0.16
N: -3.04 2.22 -0.70
O: -3.88 2.73 0.12
H: -0.79 -3.91 1.34
H: 3.23 1.71 -0.73
H: 1.62 1.74 -1.88
H: 1.70 2.63 -0.60
H: 0.78 1.54 1.57
H: 2.46 1.15 1.59
H: 1.12 -0.38 1.63
H: -0.45 0.62 -1.32
H: 2.06 -0.53 -0.50
H: -2.69 -3.18 -0.09
H: -3.26 1.26 -0.84

## Properties
- frontier orbital gap (alpha / beta) (eV) = 3.51 / 3.71
- calculated total energy (a.u.) = -529.29356
- 2S+1 = 3
- HOMO (alpha / beta) (eV) = -0.5 / -1.0
- net charge = -1

natural (NBO) atomic charge list, values in e, 4 entries:
1 C 0.184
2 C 0.195
3 C -0.635
4 C -0.635

---

Entry from the OMol25 dataset: a gas-phase ion, C5H7N2O2 (charge +1) (ωB97M-V/def2-TZVPD).

Positions of all 16 atoms, in Å:
C: 1.82 0.43 -0.13
C: 2.24 -0.74 0.16
C: -2.40 -1.13 -0.34
C: 0.32 0.54 -0.42
C: -0.45 1.66 0.41
N: -1.12 -1.23 -0.11
N: 0.01 -0.79 -0.07
O: -3.15 -0.68 0.47
O: 2.64 -1.96 0.21
H: 2.42 1.26 -0.28
H: -2.78 -1.61 -1.31
H: 0.04 0.69 -1.49
H: -0.28 1.71 1.52
H: -1.52 1.40 0.30
H: -0.29 2.73 -0.12
H: 2.49 -2.28 1.21

## Properties
- frontier orbital gap (eV) = 7.97
- calculated total energy (a.u.) = -454.23024
- energy above the lowest of the compared OMol25 structures with the same formula, charge and spin (kcal per mole) = 169.8
- HOMO (eV) = -13.5
- net charge = +1

natural (NBO) atomic charge list, values in e, 4 entries:
1 C -0.297
2 C 0.702
3 C 0.444
4 C -0.108

---

Entry from the OMol25 dataset: 9 unconnected molecules or ions with the total composition H18O9 (ωB97M-V/def2-TZVPD).

Positions of all 27 atoms, in Å:
O: 0.58 -0.02 -0.21
H: 0.95 0.13 0.66
H: 1.04 -0.81 -0.52
O: -2.05 3.90 0.52
H: -1.87 4.35 1.36
H: -1.36 3.22 0.48
O: -1.81 -2.65 1.55
H: -1.20 -3.20 1.04
H: -2.69 -2.92 1.24
O: -0.73 -0.14 -1.62
H: -0.04 -0.68 -2.03
H: -0.89 -0.55 -0.77
O: 3.20 -1.57 1.73
H: 3.25 -1.43 0.78
H: 3.70 -0.84 2.10
O: 4.37 -2.04 -1.16
H: 4.59 -1.32 -0.56
H: 4.56 -1.69 -2.03
O: 1.44 4.40 0.05
H: 1.82 5.29 0.11
H: 1.96 3.97 -0.63
O: -4.00 -2.56 -0.57
H: -3.11 -2.42 -0.24
H: -4.19 -1.76 -1.09
O: -2.27 0.18 -0.23
H: -3.12 0.03 0.20
H: -2.14 1.13 -0.17

## Properties
- frontier orbital gap (eV) = 8.79
- calculated total energy (a.u.) = -687.80966
- SMILES string = O.O.O.O.O.O.O.O.O
- energy above the lowest of the compared OMol25 structures with the same formula, charge and spin (kcal per mole) = 135.6
- HOMO (eV) = -8.8
- net charge = 0

natural (NBO) atomic charge list, values in e, 4 entries:
1 O -0.924
2 H 0.459
3 H 0.459
4 O -0.938

---

Entry from the OMol25 dataset: a molecular structure, C4H8F3HgO5S (ωB97M-V/def2-TZVPD).

Positions of all 22 atoms, in Å:
O: -1.21 -0.82 -2.60
O: -3.19 0.37 0.19
C: -2.94 -0.16 1.39
O: -2.34 -1.50 1.23
C: -1.97 -2.12 2.42
Hg: -2.63 -1.42 -0.97
H: -3.84 -0.33 2.03
H: -2.20 0.42 1.99
H: -2.35 -3.15 2.40
H: -0.87 -2.17 2.53
H: -2.38 -1.60 3.30
S: 0.14 -1.50 -3.06
O: 1.00 -0.91 -4.05
O: -0.04 -3.03 -3.45
C: 1.13 -1.66 -1.46
F: 1.93 -0.62 -1.35
F: 0.26 -1.67 -0.45
F: 1.82 -2.77 -1.45
C: -1.29 -3.73 -3.19
H: -1.20 -4.67 -3.75
H: -2.13 -3.14 -3.57
H: -1.39 -3.93 -2.12

## Properties
- frontier orbital gap (alpha / beta) (eV) = 7.52 / 7.55
- calculated total energy (a.u.) = -1384.44878
- energy above the lowest of the compared OMol25 structures with the same formula, charge and spin (kcal per mole) = 0.0
- 2S+1 = 2
- HOMO (alpha / beta) (eV) = -7.0 / -8.5
- net charge = 0

natural (NBO) atomic charge list, values in e, 4 entries:
1 O -0.946
2 O -0.889
3 C 0.246
4 O -0.665